Entry from the Open Molecules 2025 dataset: a single C3HBr2N molecule (ωB97M-V/def2-TZVPD).

Computed properties:
Kohn-Sham gap (spin up / spin down) = 7.53 / 6.25 eV
LUMO (spin up / spin down) = -0.70 / -1.22 eV
HOMO energy (spin up / spin down) = -8.23 / -7.47 eV
ΔE to the lowest compared entry with this formula, charge and spin = 296.2 kJ/mol

Geometry as ORCA input:
```
! RIJCOSX wB97M-V def2-TZVPD def2/J DEFGRID3
* xyz 0 1
C 0.885 -0.817 0.000
C 0.888 0.436 -0.066
C -1.613 0.297 0.011
N -0.499 0.663 0.043
Br 1.839 2.181 -0.081
Br -2.972 -0.975 -0.089
H 1.472 -1.787 0.181
*
```